1.
A cluster of 2 separate species, C3H8NO in total, computed with wB97M-V/def2-TZVPD.

HOMO: -13.9 eV
strongest force on any atom: 1.032 eV/A
net charge: +1
E_LUMO: -0.17930 hartree

XYZ file:
```
13
C3H8NO (wB97M-V/def2-TZVPD)
O 0.021 0.407 -0.440
N 1.078 -0.735 2.327
C 1.557 -0.720 1.148
C -0.521 0.604 -1.504
C -2.017 0.477 -1.682
H 1.165 0.091 2.916
H -2.271 -0.447 -1.163
H 1.442 -1.555 0.472
H -2.346 0.496 -2.714
H 0.056 0.917 -2.391
H -2.450 1.327 -1.149
H 0.634 -1.556 2.713
H 2.177 0.106 0.828
```

Here are the natural (NBO) charges for atoms 1 to 4, given in e:
1. O -0.619
2. N -0.596
3. C 0.200
4. C 0.497

***

2.
A cluster of 2 separate species, C3H8NO in total, computed with wB97M-V/def2-TZVPD.

HOMO: -15.0 eV
strongest force on any atom: 5.025 eV/A
net charge: +1
E_LUMO: -0.15757 hartree

XYZ file:
```
13
C3H8NO (wB97M-V/def2-TZVPD)
O -0.423 2.424 1.102
N -1.232 0.545 -0.237
C 0.231 0.485 -0.343
C -0.247 1.108 0.893
C 0.925 -1.643 -0.073
H 0.689 0.911 -1.153
H 0.399 2.851 0.645
H -1.708 -0.347 -0.117
H -1.747 1.264 -0.745
H 1.097 -1.430 0.972
H 1.797 -1.598 -0.633
H 0.174 -2.338 -0.307
H -0.442 0.438 1.676
```

Here are the natural (NBO) charges for atoms 1 to 4, given in e:
1. O -0.625
2. N -0.598
3. C -0.119
4. C 0.269

***

3.
A cluster of 2 separate species, C3H8NO in total, computed with wB97M-V/def2-TZVPD.

HOMO: -14.6 eV
strongest force on any atom: 1.527 eV/A
net charge: +1
E_LUMO: -0.18145 hartree

XYZ file:
```
13
C3H8NO (wB97M-V/def2-TZVPD)
O 0.500 -0.127 0.364
N -0.199 1.698 -1.396
C 0.181 -0.533 1.466
C 0.130 -1.932 1.927
C -0.174 1.405 -2.630
H -0.126 0.975 -0.611
H -0.339 0.394 -2.974
H -0.183 -2.489 1.039
H -0.286 0.182 2.167
H -0.140 2.246 -3.312
H -0.084 2.670 -1.112
H -0.358 -2.059 2.889
H 1.078 -2.430 2.184
```

Here are the natural (NBO) charges for atoms 1 to 4, given in e:
1. O -0.617
2. N -0.573
3. C 0.512
4. C -0.767

***

4.
A cluster of 2 separate species, C3H8NO2 in total, computed with wB97M-V/def2-TZVPD.

HOMO: -3.4 eV
strongest force on any atom: 1.135 eV/A
net charge: -1
E_LUMO: 0.16756 hartree

XYZ file:
```
14
C3H8NO2 (wB97M-V/def2-TZVPD)
O -1.331 0.492 -1.699
O -0.134 -0.525 0.363
N -0.678 -1.728 -1.837
C 1.050 0.965 1.847
C 0.397 0.728 0.448
C -1.285 -0.624 -1.171
H -2.109 -0.947 -0.560
H -0.126 -2.263 -1.158
H 1.514 0.029 2.175
H 1.797 1.768 1.812
H -0.355 1.518 0.203
H -0.130 -1.489 -2.657
H 0.214 1.178 2.530
H 1.176 0.898 -0.296
```

Here are the natural (NBO) charges for atoms 1 to 4, given in e:
1. O -0.768
2. O -0.828
3. N -0.911
4. C -0.634

***

no.,HOMO-LUMO gap (eV)
1,9.0
2,10.7
3,9.6
4,8.0